No. 1
{"formula": "C24H51N3O9S", "method": "ωB97M-V/def2-TZVPD", "species": ["N", "C", "N", "N", "C", "C", "C", "C", "O", "S", "O", "O", "C", "H", "H", "H", "H", "H", "H", "H", "H", "H", "H", "H", "H", "H", "H", "H", "C", "C", "C", "O", "H", "H", "H", "H", "H", "H", "C", "C", "C", "O", "H", "H", "H", "H", "H", "H", "C", "C", "C", "O", "H", "H", "H", "H", "H", "H", "C", "C", "C", "O", "H", "H", "H", "H", "H", "H", "C", "C", "C", "O", "H", "H", "H", "H", "H", "H", "C", "C", "C", "O", "H", "H", "H", "H", "H", "H"], "xyz": [[-1.629, -2.057, -2.076], [-1.287, -0.615, -2.185], [-2.340, 0.192, -2.796], [-0.155, -0.559, -3.077], [-1.008, -0.150, -0.754], [-0.208, 1.149, -0.596], [-0.259, 1.610, 0.864], [-1.579, 2.190, 1.261], [-1.763, 3.504, 0.644], [-1.999, 3.347, -0.919], [-1.835, 4.646, -1.484], [-3.249, 2.686, -1.138], [-0.649, 2.323, -1.488], [-1.655, -2.409, -3.030], [-2.570, -2.168, -1.712], [-2.671, -0.295, -3.620], [-3.117, 0.302, -2.157], [0.720, -0.815, -2.640], [-0.103, 0.328, -3.555], [-0.461, -0.946, -0.254], [-1.959, -0.060, -0.224], [0.840, 0.914, -0.780], [-0.074, 0.743, 1.505], [0.552, 2.303, 1.070], [-2.433, 1.581, 0.968], [-1.641, 2.341, 2.334], [-0.947, 2.040, -2.493], [0.178, 3.027, -1.575], [1.034, -3.656, -0.961], [2.261, -2.867, -0.585], [3.463, -3.634, -0.095], [2.282, -1.656, -0.680], [0.261, -2.960, -1.290], [1.271, -4.354, -1.766], [0.672, -4.221, -0.100], [3.803, -4.332, -0.860], [3.207, -4.200, 0.801], [4.271, -2.944, 0.139], [7.473, -5.418, -3.296], [6.582, -4.674, -2.331], [6.241, -3.248, -2.692], [6.168, -5.199, -1.324], [7.646, -6.427, -2.929], [7.002, -5.468, -4.279], [8.430, -4.903, -3.396], [5.725, -3.219, -3.653], [7.154, -2.656, -2.772], [5.600, -2.812, -1.930], [-2.400, 3.034, -5.664], [-1.385, 1.937, -5.860], [-1.730, 0.847, -6.847], [-0.343, 1.926, -5.248], [-2.033, 3.745, -4.928], [-2.582, 3.549, -6.609], [-3.341, 2.610, -5.310], [-1.883, 1.275, -7.839], [-2.649, 0.346, -6.540], [-0.921, 0.122, -6.887], [3.783, 0.341, 2.652], [3.045, 1.600, 3.034], [2.949, 1.916, 4.507], [2.549, 2.320, 2.200], [3.776, 0.226, 1.570], [4.814, 0.390, 3.004], [3.302, -0.527, 3.106], [3.947, 2.027, 4.932], [2.436, 1.107, 5.030], [2.395, 2.842, 4.646], [-3.550, 4.456, 5.329], [-4.020, 3.337, 4.435], [-5.296, 3.567, 3.667], [-3.397, 2.304, 4.334], [-2.624, 4.168, 5.821], [-3.378, 5.358, 4.739], [-4.306, 4.674, 6.085], [-5.187, 4.435, 3.015], [-6.121, 3.751, 4.358], [-5.521, 2.692, 3.062], [-3.468, -2.742, 4.753], [-2.467, -1.833, 4.078], [-2.196, -0.509, 4.745], [-1.918, -2.155, 3.050], [-3.576, -3.658, 4.176], [-3.129, -2.989, 5.760], [-4.436, -2.244, 4.825], [-1.801, -0.672, 5.750], [-3.112, 0.071, 4.812], [-1.470, 0.049, 4.160]], "mulliken_charge": [-0.49, -0.27, -0.25, -0.54, -1.18, 0.61, -0.70, -0.75, -0.44, 1.39, -0.75, -0.64, -0.30, 0.30, 0.27, 0.28, 0.21, 0.20, 0.25, 0.10, 0.50, 0.29, 0.62, 0.39, 0.40, 0.21, -0.37, 0.53, -0.61, 1.04, -1.49, -0.52, -0.07, 0.38, 0.34, 0.26, 0.45, 0.28, -1.17, 0.86, -0.83, -0.54, 0.31, 0.32, 0.33, 0.31, 0.36, 0.04, -1.22, 1.05, -1.28, -0.57, 0.29, 0.43, 0.30, 0.40, 0.30, 0.34, -1.10, 0.93, -1.23, -0.54, 0.22, 0.42, 0.31, 0.37, 0.30, 0.32, -1.23, 0.90, -1.20, -0.48, 0.29, 0.34, 0.37, 0.33, 0.40, 0.29, -1.19, 0.85, -0.67, -0.53, 0.31, 0.34, 0.32, 0.42, 0.22, -0.03], "energy_ev": -59448.57791, "homo_lumo_gap_ev": 9.3, "total_charge": 0, "smiles": "NC(N)(N)C[C@@H]1CCOS(=O)(=O)C1.CC(C)=O.CC(C)=O.CC(C)=O.CC(C)=O.CC(C)=O.CC(C)=O", "homo_energy_ev": -8.68}

***

No. 2
{"formula": "C45H89BF3IN3O15P", "method": "ωB97M-V/def2-TZVPD", "species": ["C", "N", "C", "C", "B", "O", "N", "C", "C", "C", "C", "F", "F", "F", "C", "O", "O", "C", "C", "C", "C", "I", "P", "N", "O", "H", "H", "H", "H", "H", "H", "H", "H", "H", "H", "H", "H", "H", "H", "H", "H", "H", "H", "H", "H", "H", "H", "H", "C", "C", "C", "O", "H", "H", "H", "H", "H", "H", "C", "C", "C", "O", "H", "H", "H", "H", "H", "H", "C", "C", "C", "O", "H", "H", "H", "H", "H", "H", "C", "C", "C", "O", "H", "H", "H", "H", "H", "H", "C", "C", "C", "O", "H", "H", "H", "H", "H", "H", "C", "C", "C", "O", "H", "H", "H", "H", "H", "H", "C", "C", "C", "O", "H", "H", "H", "H", "H", "H", "C", "C", "C", "O", "H", "H", "H", "H", "H", "H", "C", "C", "C", "O", "H", "H", "H", "H", "H", "H", "C", "C", "C", "O", "H", "H", "H", "H", "H", "H", "C", "C", "C", "O", "H", "H", "H", "H", "H", "H"], "xyz": [[0.661, 1.218, 2.271], [2.024, 0.712, 2.404], [2.846, 0.979, 1.236], [4.180, 0.213, 1.096], [5.103, 0.342, 2.428], [4.515, 0.463, 3.661], [6.581, 0.318, 2.352], [7.075, -0.740, 3.268], [7.184, 1.594, 2.781], [4.876, 0.928, -0.120], [5.404, 2.354, -0.035], [4.800, 3.113, -0.981], [5.141, 2.951, 1.149], [6.716, 2.463, -0.250], [5.791, -0.149, -0.645], [6.960, -0.193, -0.869], [4.951, -1.219, -0.766], [4.088, -1.255, 0.444], [4.670, -2.459, 1.203], [3.841, -3.435, 2.040], [4.714, -4.673, 2.281], [3.191, -2.740, 3.962], [2.509, -1.935, -0.431], [2.153, -0.863, -1.704], [1.207, -1.597, 0.507], [-0.046, 0.423, 2.039], [0.346, 1.736, 3.180], [0.628, 1.953, 1.462], [2.053, -0.253, 2.698], [3.068, 2.050, 1.266], [2.258, 0.833, 0.317], [3.908, 1.209, 3.746], [6.421, -1.608, 3.287], [7.123, -0.378, 4.302], [8.085, -1.030, 2.972], [8.104, 1.402, 3.335], [7.451, 2.214, 1.929], [6.533, 2.185, 3.436], [4.073, 0.974, -0.861], [5.038, -3.106, 0.402], [5.558, -2.175, 1.766], [2.941, -3.778, 1.533], [5.230, -4.932, 1.358], [5.444, -4.471, 3.065], [4.106, -5.514, 2.614], [2.974, -0.482, -2.154], [1.472, -0.143, -1.487], [1.188, -2.084, 1.342], [-0.955, 6.112, -2.325], [-0.350, 4.737, -2.461], [1.134, 4.667, -2.729], [-1.027, 3.740, -2.364], [-2.019, 6.033, -2.134], [-0.483, 6.647, -1.498], [-0.799, 6.684, -3.241], [1.685, 5.146, -1.918], [1.371, 5.187, -3.658], [1.444, 3.629, -2.811], [-4.834, 9.873, -1.196], [-3.562, 9.068, -1.249], [-2.373, 9.616, -0.497], [-3.499, 8.028, -1.865], [-5.609, 9.374, -1.775], [-5.171, 9.977, -0.163], [-4.672, 10.870, -1.611], [-2.613, 9.714, 0.563], [-2.109, 10.602, -0.883], [-1.524, 8.947, -0.613], [8.648, -5.410, -1.309], [8.390, -4.947, 0.100], [9.406, -4.019, 0.720], [7.405, -5.301, 0.710], [7.844, -6.062, -1.633], [8.711, -4.552, -1.981], [9.588, -5.961, -1.360], [9.488, -3.108, 0.125], [10.384, -4.503, 0.749], [9.100, -3.762, 1.731], [2.282, -5.669, -4.401], [2.841, -4.679, -3.407], [3.965, -3.787, -3.884], [2.411, -4.595, -2.281], [1.478, -6.238, -3.939], [1.889, -5.143, -5.272], [3.070, -6.349, -4.734], [3.632, -3.190, -4.735], [4.816, -4.394, -4.199], [4.274, -3.128, -3.075], [5.637, -9.310, -3.247], [6.773, -8.785, -2.403], [6.737, -9.121, -0.932], [7.665, -8.122, -2.880], [5.777, -9.001, -4.280], [5.607, -10.400, -3.198], [4.687, -8.922, -2.878], [6.749, -10.203, -0.795], [5.827, -8.724, -0.480], [7.600, -8.684, -0.435], [-2.705, -3.464, -2.754], [-1.543, -4.418, -2.631], [-0.517, -4.089, -1.576], [-1.444, -5.402, -3.331], [-3.401, -3.817, -3.510], [-3.223, -3.391, -1.796], [-2.356, -2.468, -3.030], [-0.990, -4.077, -0.592], [-0.069, -3.113, -1.765], [0.262, -4.843, -1.592], [-7.185, 6.517, -5.087], [-7.162, 7.165, -3.724], [-6.876, 6.260, -2.550], [-7.357, 8.349, -3.581], [-7.396, 7.268, -5.844], [-6.219, 6.054, -5.296], [-7.953, 5.743, -5.121], [-5.898, 5.792, -2.668], [-7.632, 5.476, -2.488], [-6.884, 6.841, -1.631], [-2.733, 1.508, -1.186], [-3.920, 0.651, -1.546], [-5.192, 0.884, -0.768], [-3.858, -0.172, -2.433], [-1.895, 1.260, -1.830], [-2.981, 2.560, -1.325], [-2.447, 1.352, -0.143], [-5.525, 1.915, -0.885], [-5.027, 0.702, 0.294], [-5.967, 0.213, -1.130], [-2.298, -3.669, 2.237], [-1.374, -3.028, 3.243], [-1.663, -3.286, 4.701], [-0.444, -2.337, 2.895], [-1.980, -3.402, 1.231], [-2.278, -4.754, 2.347], [-3.321, -3.324, 2.395], [-1.618, -4.356, 4.906], [-2.662, -2.927, 4.953], [-0.928, -2.770, 5.314], [-9.185, 0.806, 0.382], [-8.359, 1.276, 1.556], [-9.004, 1.175, 2.913], [-7.241, 1.714, 1.405], [-8.619, 0.930, -0.538], [-9.447, -0.246, 0.506], [-10.108, 1.385, 0.321], [-9.258, 0.136, 3.132], [-9.914, 1.777, 2.939], [-8.312, 1.541, 3.669], [-10.553, 4.634, 4.961], [-11.732, 3.782, 4.561], [-13.020, 4.005, 5.315], [-11.650, 2.959, 3.679], [-9.691, 4.379, 4.348], [-10.791, 5.690, 4.826], [-10.310, 4.467, 6.011], [-13.350, 5.038, 5.194], [-12.868, 3.815, 6.379], [-13.787, 3.335, 4.936]], "mulliken_charge": [-1.01, 0.04, -2.23, 1.91, 1.23, -0.83, 0.02, -1.09, -1.13, -0.41, 0.16, -0.33, -0.22, -0.27, 0.06, -0.64, -0.30, 0.80, -2.59, -0.10, -1.33, -0.05, 0.69, -0.68, -0.20, 0.19, 0.41, 0.38, 0.04, 0.92, 0.31, 0.30, 0.36, 0.39, 0.42, 0.45, 0.27, 0.24, 0.79, 0.62, 0.33, 0.48, 0.29, 0.35, 0.49, 0.31, 0.18, 0.06, -0.96, 0.74, -1.18, -0.48, 0.25, 0.28, 0.37, 0.33, 0.37, 0.24, -0.97, 0.80, -1.01, -0.46, 0.13, 0.32, 0.35, 0.33, 0.33, 0.16, -0.98, 0.89, -1.22, -0.53, 0.06, 0.40, 0.36, 0.31, 0.41, 0.26, -1.33, 0.85, -0.80, -0.45, 0.29, 0.35, 0.37, 0.33, 0.41, -0.05, -1.14, 0.90, -1.10, -0.55, 0.30, 0.35, 0.30, 0.40, 0.30, 0.25, -1.10, 0.68, -0.40, -0.60, 0.37, 0.25, 0.29, 0.06, 0.15, 0.24, -1.15, 0.91, -1.08, -0.56, 0.30, 0.32, 0.34, 0.26, 0.41, 0.26, -0.98, 0.77, -0.97, -0.61, 0.22, 0.31, 0.32, 0.32, 0.36, 0.28, -0.70, 0.72, -1.27, -0.39, -0.13, 0.39, 0.37, 0.36, 0.35, 0.30, -1.06, 0.82, -0.78, -0.54, 0.24, 0.32, 0.33, 0.36, 0.08, 0.28, -1.05, 0.85, -1.15, -0.56, 0.23, 0.34, 0.32, 0.34, 0.33, 0.30], "energy_ev": -109511.07380, "homo_lumo_gap_ev": 8.1, "total_charge": 0, "smiles": "CNC[C@]1(B(O)N(C)C)[C@@H](C(F)(F)F)C(=O)O[C@]1(C[C@@H](C)I)P(N)O.CC(C)=O.CC(C)=O.CC(C)=O.CC(C)=O.CC(C)=O.CC(C)=O.CC(C)=O.CC(C)=O.CC(C)=O.CC(C)=O.CC(C)=O", "homo_energy_ev": -7.63}